Entry 1:
{"formula": "C26H36N4O3P", "method": "ωB97M-V/def2-TZVPD", "mol_weight_da": 483.573, "fmax_ev_per_a": 3.0, "total_energy_ev": -48934.93847, "total_charge": -1, "homo_energy_ev": -4.592, "orbital_gap_ha": 0.259, "species": ["O", "C", "C", "C", "O", "P", "O", "C", "C", "C", "C", "C", "C", "C", "H", "H", "H", "H", "H", "H", "H", "H", "H", "H", "H", "H", "H", "H", "H", "H", "N", "C", "C", "C", "C", "H", "H", "H", "H", "H", "N", "C", "C", "C", "C", "H", "H", "H", "H", "H", "N", "C", "C", "C", "C", "H", "H", "H", "H", "H", "N", "C", "C", "C", "C", "H", "H", "H", "H", "H"], "xyz": [[2.078, 4.456, 2.392], [1.938, 3.252, 1.571], [1.678, 2.062, 2.560], [1.593, 0.650, 1.883], [2.682, 0.247, 1.045], [2.039, -0.273, -0.490], [0.382, -0.479, 0.048], [0.185, 0.105, 1.332], [-0.984, 1.133, 1.226], [-2.010, 1.138, 2.252], [-3.103, 2.091, 2.196], [-3.149, 3.055, 1.119], [-2.144, 3.061, 0.070], [-1.068, 2.082, 0.134], [1.176, 4.603, 2.728], [2.845, 3.088, 0.940], [1.089, 3.458, 0.874], [0.808, 2.261, 3.248], [2.578, 2.030, 3.238], [1.764, -0.038, 2.772], [3.359, -0.068, -1.064], [1.811, 1.153, -0.705], [1.521, -0.603, -1.817], [2.358, -1.675, -0.317], [-0.143, -0.635, 2.124], [-1.955, 0.380, 3.083], [-3.906, 2.096, 2.965], [-3.961, 3.815, 1.075], [-2.153, 3.792, -0.766], [-0.264, 2.059, -0.641], [2.917, -4.436, -1.355], [3.688, -5.473, -0.906], [4.311, -6.039, -1.991], [3.903, -5.310, -3.136], [3.046, -4.326, -2.711], [2.342, -3.841, -0.777], [3.725, -5.719, 0.143], [4.985, -6.881, -1.963], [4.205, -5.485, -4.158], [2.518, -3.560, -3.255], [-2.282, -1.690, 5.547], [-2.781, -2.293, 6.671], [-2.234, -1.668, 7.762], [-1.377, -0.646, 7.278], [-1.430, -0.683, 5.909], [-2.508, -1.948, 4.602], [-3.478, -3.112, 6.596], [-2.429, -1.917, 8.794], [-0.788, 0.039, 7.868], [-0.936, -0.083, 5.162], [-3.331, 6.639, -2.317], [-3.957, 6.332, -1.140], [-3.833, 7.410, -0.302], [-3.110, 8.409, -1.003], [-2.816, 7.906, -2.244], [-3.261, 6.030, -3.113], [-4.432, 5.374, -1.000], [-4.220, 7.474, 0.703], [-2.836, 9.386, -0.639], [-2.287, 8.336, -3.078], [0.520, -4.982, -6.043], [1.290, -6.021, -5.598], [1.908, -6.584, -6.684], [1.499, -5.851, -7.830], [0.646, -4.868, -7.401], [-0.050, -4.392, -5.461], [1.330, -6.269, -4.550], [2.581, -7.427, -6.660], [1.799, -6.025, -8.852], [0.117, -4.100, -7.943]], "atomic_forces_ev_per_a": [[-0.276, -0.357, -0.444], [-0.769, 0.056, 0.524], [0.982, 0.096, -0.984], [0.546, -1.734, 2.174], [-1.909, 0.421, 0.612], [1.135, 0.727, -2.687], [0.253, 0.325, 2.242], [-0.452, 0.544, -0.700], [-0.930, 0.893, 0.432], [-0.189, 0.991, -1.158], [1.264, 0.102, -1.256], [1.004, -0.730, -0.267], [0.552, -1.767, 1.631], [-1.029, 0.311, 0.919], [0.615, 0.058, -0.106], [-0.612, 0.193, 0.846], [0.582, -0.573, 0.443], [0.525, -0.236, -0.935], [-0.785, 0.058, -0.679], [-0.462, 0.738, -0.505], [-0.021, -0.204, 0.136], [-0.505, 0.099, -0.200], [0.077, 0.028, 0.127], [-0.185, -0.069, 0.702], [0.172, 0.362, -0.967], [-0.099, 0.914, -0.967], [0.760, -0.039, -0.623], [0.643, -0.727, 0.144], [-0.140, -0.552, 0.803], [-0.819, -0.065, 0.739], [0.037, -0.183, -0.040], [-0.122, 0.044, 0.036], [0.037, -0.070, 0.147], [-0.020, 0.042, -0.138], [-0.130, 0.038, 0.049], [0.173, 0.181, -0.076], [0.020, 0.007, -0.055], [-0.018, 0.049, 0.011], [-0.031, 0.029, 0.039], [0.071, 0.005, 0.043], [-0.025, 0.052, 0.091], [-0.023, -0.072, -0.031], [-0.101, -0.092, 0.004], [0.041, 0.076, -0.063], [0.057, 0.024, -0.095], [0.044, 0.040, 0.072], [0.043, 0.034, 0.030], [0.002, 0.005, -0.053], [-0.024, -0.029, -0.047], [0.021, -0.022, 0.070], [-0.051, 0.076, 0.039], [-0.024, -0.094, 0.001], [-0.091, -0.095, 0.015], [0.045, 0.074, -0.108], [0.046, 0.004, -0.054], [0.007, 0.042, 0.090], [0.043, 0.043, 0.026], [0.030, -0.021, -0.047], [0.000, -0.053, -0.022], [-0.003, -0.010, 0.068], [0.067, -0.062, -0.077], [-0.094, -0.064, 0.092], [-0.003, -0.030, 0.107], [-0.055, 0.088, -0.089], [-0.080, 0.047, -0.025], [0.103, -0.032, -0.024], [0.076, 0.030, -0.054], [-0.025, 0.050, 0.019], [-0.013, 0.026, 0.048], [0.046, -0.043, 0.008]]}

Entry 2:
{"formula": "C5H11O", "method": "ωB97M-V/def2-TZVPD", "mol_weight_da": 87.142, "e_above_lowest_kcal_mol": 37.3, "fmax_ev_per_a": 3.9, "total_energy_ev": -7400.63168, "total_charge": 1, "homo_energy_ev": -14.760, "orbital_gap_ha": 0.330, "species": ["C", "C", "C", "C", "C", "O", "H", "H", "H", "H", "H", "H", "H", "H", "H", "H", "H"], "xyz": [[2.864, 0.999, -0.783], [-1.448, 1.179, -0.538], [-0.101, -1.645, -0.467], [-0.805, 0.511, 0.718], [0.125, -0.648, 0.599], [2.240, 0.168, -0.183], [2.477, 1.780, -1.350], [3.988, 1.132, -0.608], [-0.973, 2.189, -0.814], [-2.508, 1.561, -0.446], [-1.452, 0.552, -1.442], [0.937, -2.233, -0.403], [-0.783, -2.392, -0.089], [-0.509, -1.189, -1.389], [-0.417, 1.203, 1.377], [-1.576, 0.122, 1.369], [0.734, -0.701, 1.539]], "atomic_forces_ev_per_a": [[2.837, -0.054, 1.855], [-0.417, 1.786, -0.658], [3.652, -0.297, 1.428], [-0.049, -0.409, -2.472], [-2.074, 1.436, 0.258], [-0.749, -0.632, 0.153], [-1.426, 1.249, -1.485], [-1.051, -0.671, -0.314], [0.026, -1.730, 0.487], [0.965, -1.030, 0.552], [0.117, 0.205, 0.430], [-2.198, 1.032, -1.324], [-0.576, -0.297, 0.391], [0.711, -0.559, 0.423], [1.166, 1.795, 1.215], [-0.687, -0.950, 0.335], [-0.246, -0.873, -1.276]]}

Entry 3:
{"formula": "C6H11NO2", "method": "ωB97M-V/def2-TZVPD", "mol_weight_da": 129.159, "e_above_lowest_kcal_mol": 42.5, "smiles": "C=C(N)[C@@H](C)C(=O)OC", "fmax_ev_per_a": 2.2, "total_energy_ev": -11984.42492, "homo_energy_ev": -8.317, "orbital_gap_ha": 0.337, "species": ["C", "C", "N", "C", "C", "C", "O", "O", "C", "H", "H", "H", "H", "H", "H", "H", "H", "H", "H", "H"], "xyz": [[1.701, 0.030, -0.711], [1.054, -0.090, 0.457], [1.580, -0.827, 1.489], [-0.302, 0.717, 0.772], [-0.297, 2.173, 0.287], [-1.455, -0.061, 0.167], [-2.515, 0.416, -0.214], [-1.152, -1.398, 0.040], [-1.219, -1.869, -1.303], [2.673, -0.430, -0.861], [1.278, 0.565, -1.554], [1.093, -0.856, 2.379], [2.583, -0.746, 1.624], [-0.440, 0.708, 1.859], [-0.755, 2.822, 1.043], [0.712, 2.556, 0.108], [-0.869, 2.306, -0.637], [-1.317, -1.051, -2.025], [-0.292, -2.410, -1.513], [-2.061, -2.556, -1.406]], "atomic_forces_ev_per_a": [[-0.385, 0.093, 0.105], [-0.916, 1.744, -0.439], [0.455, -0.363, 1.327], [1.351, -1.172, -0.502], [-0.038, 0.510, 0.022], [-1.622, 0.100, -0.691], [1.988, -0.816, 0.589], [-0.111, 1.045, 0.114], [-0.188, -0.585, -0.412], [-0.185, -0.141, -0.007], [0.072, 0.165, 0.242], [0.054, 0.199, -0.470], [-0.350, -0.205, -0.205], [0.074, -0.113, -0.090], [-0.015, -0.136, -0.211], [-0.129, -0.287, 0.140], [0.097, -0.160, 0.202], [-0.077, -0.121, 0.243], [-0.087, 0.116, 0.126], [0.012, 0.128, -0.082]]}

Entry 4:
{"formula": "C12H20F8N3O2", "method": "ωB97M-V/def2-TZVPD", "mol_weight_da": 390.295, "fmax_ev_per_a": 1.1, "total_energy_ev": -43067.26349, "total_charge": 1, "homo_energy_ev": -13.443, "orbital_gap_ha": 0.367, "species": ["C", "C", "O", "C", "N", "C", "N", "N", "C", "C", "C", "H", "H", "H", "H", "H", "H", "H", "H", "H", "H", "H", "H", "H", "H", "H", "H", "C", "C", "C", "F", "F", "F", "F", "O", "C", "C", "F", "F", "F", "F", "H", "H", "H", "H"], "xyz": [[3.542, -2.769, -1.667], [2.272, -2.390, -0.933], [1.160, -2.671, -1.788], [-0.069, -2.277, -1.290], [-0.971, -3.478, -1.158], [-2.182, -3.330, -1.708], [-3.320, -3.518, -1.082], [-2.212, -2.946, -3.056], [-1.653, -1.566, -3.243], [-0.708, -1.130, -2.104], [-1.386, -0.110, -1.168], [3.564, -3.841, -1.862], [4.418, -2.480, -1.088], [3.564, -2.260, -2.633], [2.295, -1.324, -0.677], [2.186, -2.959, 0.000], [0.053, -1.911, -0.264], [-0.967, -3.858, -0.219], [-4.168, -3.228, -1.541], [-3.398, -3.993, -0.197], [-1.530, -3.559, -3.495], [-2.488, -0.864, -3.313], [-1.166, -1.550, -4.217], [0.134, -0.619, -2.578], [-0.761, 0.055, -0.295], [-1.472, 0.836, -1.704], [-2.389, -0.428, -0.871], [-0.904, 3.346, 2.950], [-0.704, 2.057, 2.138], [0.325, 1.037, 2.642], [1.568, 1.532, 2.638], [0.308, -0.041, 1.800], [-0.460, 2.355, 0.843], [-1.898, 1.389, 2.190], [-0.253, 4.512, 2.498], [1.019, 4.846, 2.883], [1.971, 4.928, 1.681], [2.010, 3.745, 1.030], [3.208, 5.210, 2.129], [1.488, 4.022, 3.833], [0.969, 6.084, 3.410], [-1.963, 3.575, 2.830], [-0.735, 3.171, 4.013], [0.067, 0.691, 3.646], [1.637, 5.708, 0.994]], "atomic_forces_ev_per_a": [[-0.350, -0.024, -0.226], [0.558, 0.059, 0.133], [-0.237, -0.142, -0.269], [0.569, 0.068, -0.185], [-0.943, 0.226, 0.552], [0.473, 0.011, -0.291], [0.030, -0.199, -0.195], [0.228, 0.468, 0.342], [-0.182, 0.239, 0.008], [-0.047, 0.202, -0.062], [0.186, -0.216, -0.470], [0.068, 0.024, 0.082], [-0.021, -0.039, 0.004], [0.100, 0.030, 0.102], [-0.126, -0.029, -0.051], [-0.117, 0.003, -0.030], [-0.035, -0.122, -0.029], [0.085, -0.027, 0.018], [-0.095, -0.424, -0.303], [0.107, 0.312, 0.264], [-0.134, -0.132, -0.093], [0.040, -0.074, 0.061], [0.025, -0.135, 0.105], [0.070, -0.134, 0.159], [-0.174, 0.107, 0.078], [-0.154, -0.033, 0.127], [0.051, 0.016, 0.142], [-0.329, 0.211, 0.382], [0.188, 0.255, -0.159], [-0.090, -0.062, 0.066], [0.060, 0.111, -0.047], [-0.014, -0.016, 0.016], [0.003, -0.090, 0.046], [-0.029, -0.049, 0.020], [0.172, -0.317, -0.491], [-0.189, 0.105, 0.118], [0.005, 0.079, -0.031], [-0.017, -0.079, 0.033], [0.040, 0.000, -0.002], [0.084, -0.148, 0.012], [0.015, 0.068, 0.095], [-0.002, -0.013, 0.003], [0.131, -0.103, -0.036], [0.001, 0.006, 0.003], [-0.003, 0.008, 0.003]]}

Entry 5:
{"formula": "C4H15N3S", "method": "ωB97M-V/def2-TZVPD", "mol_weight_da": 137.252, "e_above_lowest_kcal_mol": 0.0, "smiles": "NCCN.NCCS", "fmax_ev_per_a": 1.2, "total_energy_ev": -19696.54049, "homo_energy_ev": -8.643, "orbital_gap_ha": 0.347, "species": ["N", "C", "C", "N", "H", "H", "H", "H", "H", "H", "H", "H", "N", "C", "C", "S", "H", "H", "H", "H", "H", "H", "H"], "xyz": [[0.058, 0.775, -1.295], [0.958, -0.392, -1.335], [2.117, -0.217, -2.315], [2.839, -1.511, -2.434], [0.606, 1.625, -1.256], [-0.477, 0.834, -2.153], [1.359, -0.541, -0.336], [0.393, -1.263, -1.665], [1.805, 0.149, -3.296], [2.842, 0.486, -1.894], [2.319, -2.085, -3.099], [3.716, -1.359, -2.922], [-0.250, 0.705, 2.449], [-1.383, -0.090, 2.892], [-2.723, 0.249, 2.259], [-2.786, -0.194, 0.496], [-0.436, 1.696, 2.556], [-0.038, 0.569, 1.471], [-1.135, -1.134, 2.701], [-1.443, 0.049, 3.976], [-2.971, 1.304, 2.404], [-3.555, -0.267, 2.740], [-1.813, 0.611, 0.057]], "atomic_forces_ev_per_a": [[0.064, -0.176, 0.029], [-0.058, 0.770, -0.753], [0.909, -0.755, 0.380], [-0.343, 0.207, -0.590], [0.065, 0.102, 0.079], [-0.038, -0.024, -0.053], [-0.009, -0.326, 0.030], [-0.150, -0.080, 0.360], [-0.316, 0.197, 0.101], [-0.172, 0.174, -0.104], [-0.016, -0.102, 0.337], [0.136, 0.089, 0.200], [0.147, 0.298, -0.041], [0.231, 0.056, 0.273], [-0.195, 0.226, -0.073], [-0.384, -0.071, 0.136], [-0.022, 0.009, 0.105], [-0.088, -0.185, -0.223], [-0.122, -0.061, 0.066], [-0.154, -0.117, -0.021], [0.220, 0.058, -0.183], [0.146, -0.336, -0.067], [0.152, 0.046, 0.014]]}